The following is a quantum chemistry calculation of a cluster of 2 separate species, C2H4O3S in total, from the Open Molecules 2025 dataset.

The energy above the lowest of the compared OMol25 structures with the same formula, charge and spin is 607.4 kJ/mol. The calculation puts the HOMO-LUMO gap (spin up / spin down) at 8.4 / 8.4 eV. The value obtained for the largest force on an atom is 4.31 eV Å⁻¹.

Geometry (Å):
1 C -0.60 -0.70 -0.61
2 C -0.31 -0.10 0.80
3 O -2.13 1.46 -0.62
4 O -3.00 -0.36 0.73
5 O 1.26 1.55 0.42
6 S -1.90 0.27 0.10
7 H 0.04 -0.19 -1.44
8 H -0.54 -1.72 -0.68
9 H 0.10 -0.66 1.72
10 H 2.07 1.55 0.89